1.
Density functional theory data (ωB97M-V/def2-TZVPD) for a cluster of 7 separate species, C26H27F3N4 in total in a non-equilibrium geometry.

Computed properties:
Gap between HOMO and LUMO (eV): 9.54
Total energy (Eh): -1525.51611
SMILES: Fc1ccccc1.Fc1ccccc1.Fc1ccccc1.CC#N.CC#N.CC#N.CC#N
ΔE to the lowest compared entry with this formula, charge and spin (eV): 0.000

ORCA input file:
```
! wB97M-V def2-TZVPD RIJCOSX def2/J DEFGRID3
* xyz 0 1
F -19.93578 -16.70410 -2.75505
C -19.13450 -15.75001 -2.23302
C -17.95294 -15.44810 -2.88511
C -17.13994 -14.48674 -2.32710
C -17.54545 -13.79425 -1.19159
C -18.74831 -14.10581 -0.56062
C -19.54351 -15.09805 -1.08946
H -17.71475 -15.98897 -3.79215
H -16.14531 -14.22196 -2.67022
H -16.96018 -13.02332 -0.70279
H -19.02956 -13.65363 0.38172
H -20.44654 -15.47067 -0.61698
F -16.33343 -16.88590 0.37477
C -17.12031 -17.83825 0.92899
C -18.43150 -17.53503 1.20318
C -19.22541 -18.51275 1.76995
C -18.70712 -19.77720 2.04424
C -17.37453 -20.04981 1.78583
C -16.56926 -19.07048 1.21756
H -18.81214 -16.53940 1.02961
H -20.26823 -18.31941 1.98414
H -19.37542 -20.51923 2.46324
H -16.91534 -21.01008 1.97932
H -15.52039 -19.25830 1.03217
F -23.84598 -17.42166 0.44267
C -24.01717 -18.40541 -0.46799
C -25.10177 -19.24261 -0.35411
C -25.28669 -20.21732 -1.32793
C -24.41173 -20.33154 -2.39142
C -23.29394 -19.49648 -2.45531
C -23.10261 -18.51738 -1.49379
H -25.82464 -19.11395 0.43876
H -26.13732 -20.87863 -1.21842
H -24.55810 -21.05942 -3.17880
H -22.59180 -19.57936 -3.27381
H -22.22024 -17.88959 -1.50940
C -14.82593 -13.99658 1.37433
C -14.57296 -15.01751 2.39178
N -14.37120 -15.84824 3.16510
H -15.75739 -13.46397 1.55699
H -14.99664 -14.58330 0.46544
H -13.99357 -13.31280 1.25453
C -16.36754 -13.21841 4.84873
C -17.34175 -13.10768 3.77243
N -18.05172 -13.01315 2.87228
H -15.38956 -13.35067 4.38717
H -16.56530 -14.05001 5.51988
H -16.34884 -12.31553 5.45866
C -17.07559 -11.16612 -3.98544
C -16.86377 -9.89915 -3.31086
N -16.65480 -8.91462 -2.76720
H -17.29044 -11.96371 -3.28104
H -16.18846 -11.43127 -4.56486
H -17.87647 -11.08329 -4.72059
C -13.66370 -9.28084 0.04824
C -14.80579 -10.16960 -0.02814
N -15.73366 -10.83834 -0.11967
H -13.35114 -9.15377 1.08281
H -13.95188 -8.30717 -0.34382
H -12.84464 -9.70001 -0.53109
*
```



2.
Density functional theory data (ωB97M-V/def2-TZVPD) for a cluster of 2 separate species, C26H27F6N3O2S in total in a non-equilibrium geometry.

Computed properties:
Gap between HOMO and LUMO (eV): 4.76
Total energy (Eh): -2318.96906

ORCA input file:
```
! wB97M-V def2-TZVPD RIJCOSX def2/J DEFGRID3
* xyz 0 1
C -3.52370 4.26282 -1.84005
N -2.31053 4.29938 -1.06851
C -1.88262 5.59757 -0.57309
C -0.91383 6.16856 -1.56943
F -0.45924 7.41244 -1.27491
F 0.17635 5.33077 -1.67793
F -1.49440 6.21129 -2.81766
C -1.61017 3.15315 -0.80241
C -1.23662 2.81631 0.52486
C -0.68962 1.58222 0.77848
C -0.35051 0.66340 -0.26495
C 0.09748 -0.63639 0.06907
C 0.51084 -1.62347 -0.88519
C 1.51557 -2.58276 -0.55210
C 2.00715 -3.47138 -1.48832
C 1.48645 -3.49369 -2.80762
N 1.90570 -4.43554 -3.75460
C 3.28894 -4.50559 -4.17261
C 1.14737 -5.67732 -3.93309
C -0.03958 -5.48328 -4.83226
F -0.63247 -6.65910 -5.19180
F -0.99675 -4.71926 -4.20581
F 0.31956 -4.82270 -5.98176
C 0.47734 -2.56112 -3.14455
C -0.04395 -1.70997 -2.19572
C -0.49249 1.16266 -1.60906
C -1.24768 2.28623 -1.86563
H -4.04874 3.31262 -1.65962
H -4.16468 5.09231 -1.52038
H -3.32679 4.34710 -2.91973
H -2.75763 6.25288 -0.52170
H -1.36648 5.48342 0.38532
H -1.46921 3.51470 1.33103
H -0.53459 1.25544 1.80220
H 0.32059 -0.83532 1.11860
H 1.91791 -2.58337 0.46015
H 2.79544 -4.18659 -1.24145
H 3.92055 -3.86824 -3.54243
H 3.63202 -5.54509 -4.11996
H 3.38459 -4.16852 -5.21694
H 1.80416 -6.41399 -4.40677
H 0.75722 -6.02568 -2.96516
H 0.14153 -2.52180 -4.18025
H -0.89358 -1.09083 -2.47335
H -0.02130 0.65475 -2.44989
H -1.52306 2.57866 -2.88440
C 2.99667 1.47464 6.08882
C 1.65904 0.96048 5.64368
C 1.35825 -0.40015 5.77445
C 0.16414 -0.91517 5.27670
C -0.70361 -0.05668 4.59693
S -2.06690 -0.74628 3.64148
N -1.38275 -0.83321 2.21508
O -2.33504 -2.02924 4.26241
O -3.10563 0.26069 3.75930
C -0.50892 1.32713 4.61987
C 0.69683 1.82519 5.10734
H 3.07668 2.54885 5.90220
H 3.15570 1.29274 7.15870
H 3.80981 0.97103 5.55102
H 2.07678 -1.06329 6.25889
H -0.08285 -1.96739 5.38403
H -2.01263 -1.35952 1.60197
H -1.27476 1.99643 4.23648
H 0.90267 2.89607 5.06204
*
```



3.
Density functional theory data (ωB97M-V/def2-TZVPD) for the molecule C26H27FN2O3S.

Computed properties:
Gap between HOMO and LUMO (eV): 8.22
Total energy (Eh): -1840.26243
SMILES: COc1ccc(CCNC(=O)c2ccc3c(c2)N(Cc2ccc(F)cc2)CCS3)c(OC)c1
ΔE to the lowest compared entry with this formula, charge and spin (eV): 0.052

ORCA input file:
```
! wB97M-V def2-TZVPD RIJCOSX def2/J DEFGRID3
* xyz 0 1
C -5.64828 -3.39784 0.38586
O -5.89824 -2.07739 0.80123
C -5.16152 -1.07369 0.24433
C -4.16424 -1.24470 -0.70324
C -3.49347 -0.12974 -1.18474
C -3.78312 1.14900 -0.74928
C -2.99919 2.33084 -1.24176
C -1.89349 2.70198 -0.23656
N -1.08261 1.55597 0.09938
C 0.01933 1.21417 -0.60852
O 0.53966 1.95878 -1.42068
C 0.58825 -0.12674 -0.28418
C -0.17107 -1.19952 0.17505
C 0.46712 -2.39206 0.44468
C 1.83033 -2.55218 0.23807
C 2.60756 -1.50604 -0.28977
C 1.94537 -0.29586 -0.51290
N 3.95576 -1.61967 -0.56170
C 4.60620 -0.58437 -1.33671
C 4.90469 0.65505 -0.52374
C 5.28003 0.54360 0.80868
C 5.57168 1.66779 1.55871
C 5.48618 2.90836 0.95448
F 5.77387 4.01057 1.67921
C 5.11630 3.05065 -0.37001
C 4.82512 1.91528 -1.10341
C 4.61274 -2.90279 -0.49631
C 4.23807 -3.64298 0.77559
S 2.49482 -4.13209 0.67927
C -4.78979 1.31417 0.21754
O -5.02478 2.59531 0.62269
C -6.06468 2.83067 1.53921
C -5.47081 0.20984 0.69902
H -6.34601 -4.01980 0.94438
H -4.62370 -3.70599 0.61844
H -5.83029 -3.52326 -0.68632
H -3.89896 -2.22095 -1.07501
H -2.71771 -0.26554 -1.92474
H -2.53400 2.08902 -2.19813
H -3.65619 3.19114 -1.36846
H -1.23171 3.45070 -0.67599
H -2.34028 3.09573 0.67853
H -1.51184 0.86308 0.69065
H -1.24031 -1.12849 0.30780
H -0.08889 -3.23672 0.82394
H 2.47890 0.56717 -0.87203
H 5.55222 -0.98877 -1.71046
H 3.99957 -0.31623 -2.21099
H 5.33757 -0.43250 1.26603
H 5.86128 1.59378 2.59503
H 5.05190 4.03357 -0.80831
H 4.52378 2.01360 -2.13575
H 5.69396 -2.73245 -0.50222
H 4.35997 -3.53388 -1.36324
H 4.81688 -4.55777 0.88673
H 4.37205 -3.01072 1.65372
H -6.08869 3.90960 1.68581
H -5.87419 2.33999 2.49924
H -7.03023 2.49672 1.14682
H -6.25286 0.29461 1.43501
*
```



4.
Density functional theory data (ωB97M-V/def2-TZVPD) for the molecule C26H27N3O4.

Computed properties:
Gap between HOMO and LUMO (eV): 8.83
Total energy (Eh): -1472.25057
SMILES: CCOc1ccc(CNC(=O)CCCN2C(=O)[C@@H](c3ccccc3)Oc3cccnc32)cc1
ΔE to the lowest compared entry with this formula, charge and spin (eV): 0.000

ORCA input file:
```
! wB97M-V def2-TZVPD RIJCOSX def2/J DEFGRID3
* xyz 0 1
C -5.17267 -1.20729 0.12193
C -3.72581 -1.03088 -0.31067
O -3.02588 -2.20964 0.03334
C -1.69150 -2.27526 -0.21545
C -1.05566 -3.45284 0.18014
C 0.30498 -3.59990 0.02135
C 1.07052 -2.58817 -0.54703
C 2.56619 -2.70819 -0.64736
N 3.21268 -1.49545 -0.19172
C 4.16033 -0.87672 -0.92317
O 4.62553 -1.34836 -1.94127
C 4.59993 0.47581 -0.37110
C 3.41633 1.44786 -0.25130
C 2.96116 1.68930 1.19598
N 1.51511 1.82435 1.27998
C 0.94200 3.01859 0.95956
O 1.59134 4.00801 0.70571
C -0.58225 3.00399 0.88871
C -1.06256 2.59938 -0.49796
C -0.19879 2.41638 -1.56795
C -0.69386 2.02816 -2.80210
C -2.05145 1.82387 -2.97736
C -2.91879 2.01645 -1.91443
C -2.42636 2.40049 -0.68040
O -1.18718 2.17553 1.87554
C -0.60237 0.95934 2.03457
C -1.31473 -0.09604 2.57851
C -0.66955 -1.30987 2.77265
C 0.65813 -1.41873 2.41017
N 1.35289 -0.41264 1.89495
C 0.74976 0.75122 1.71807
C 0.42409 -1.43943 -0.97887
C -0.93925 -1.27139 -0.81558
H -5.74344 -0.31634 -0.12370
H -5.60976 -2.06298 -0.38507
H -5.22207 -1.37928 1.19364
H -3.67032 -0.86202 -1.39513
H -3.27732 -0.16608 0.19768
H -1.65358 -4.23245 0.62502
H 0.78299 -4.51205 0.34806
H 2.88705 -2.86323 -1.68404
H 2.91097 -3.56359 -0.05404
H 2.79449 -1.04718 0.61697
H 5.07874 0.32888 0.59790
H 5.34941 0.86766 -1.05849
H 2.57350 1.04221 -0.81593
H 3.67345 2.40630 -0.70295
H 3.39836 2.61374 1.58024
H 3.23735 0.85775 1.84413
H -0.93813 4.01811 1.10910
H 0.85884 2.59521 -1.45118
H -0.01379 1.88461 -3.62804
H -2.43343 1.52003 -3.94035
H -3.98078 1.87052 -2.04609
H -3.09612 2.55059 0.15385
H -2.34729 0.04941 2.85410
H -1.19579 -2.14947 3.19471
H 1.20911 -2.33816 2.54103
H 0.99410 -0.65250 -1.45148
H -1.39880 -0.35766 -1.15735
*
```



5.
Density functional theory data (ωB97M-V/def2-TZVPD) for the molecule C26H27N3O5.

Computed properties:
Gap between HOMO and LUMO (eV): 9.13
Total energy (Eh): -1547.50183
SMILES: CCC1=C2CC[C@H]3C(=O)N(c4ccccc4)C(=O)[C@H]3[C@H]2[C@@]2(C)/C(=N/CC3CC3)OC(=O)N2C1=O
ΔE to the lowest compared entry with this formula, charge and spin (eV): 0.000

ORCA input file:
```
! wB97M-V def2-TZVPD RIJCOSX def2/J DEFGRID3
* xyz 0 1
C 1.85533 4.12435 0.82552
C 2.03949 2.68610 1.31150
C 1.07186 1.75757 0.63386
C 1.21725 1.30096 -0.61788
C 2.42926 1.51813 -1.47212
C 2.76511 0.22105 -2.22672
C 2.28259 -0.99201 -1.43163
C 2.81164 -0.98051 -0.00106
O 3.91478 -0.67096 0.35591
N 1.79384 -1.43860 0.82127
C 1.92814 -1.64107 2.22493
C 2.57163 -0.68268 2.99453
C 2.67188 -0.86555 4.36114
C 2.12893 -1.99068 4.95726
C 1.49090 -2.94336 4.18209
C 1.39094 -2.77735 2.81245
C 0.60858 -1.64399 0.14378
O -0.37516 -2.17650 0.58465
C 0.76646 -1.04940 -1.24241
C 0.20599 0.39491 -1.26922
C -1.16147 0.59814 -0.61750
C -1.79321 1.90171 -1.13813
C -2.16064 -0.52295 -0.79430
N -2.40036 -1.07964 -1.88272
C -3.40365 -2.10464 -2.00466
C -4.62001 -1.59589 -2.75808
C -4.48822 -0.49767 -3.76777
C -5.18741 -0.24141 -2.46659
O -2.74543 -0.76395 0.42066
C -2.06767 -0.12668 1.41663
O -2.33605 -0.23175 2.56481
N -1.06603 0.64328 0.82835
C -0.04425 1.29718 1.50457
O -0.03783 1.42372 2.70186
H 0.84346 4.46510 1.03259
H 2.54980 4.78254 1.34070
H 2.03556 4.19994 -0.24454
H 1.84765 2.64352 2.38488
H 3.06896 2.36907 1.13081
H 3.27550 1.81190 -0.85278
H 2.24654 2.32569 -2.18564
H 3.84371 0.15199 -2.36592
H 2.29631 0.20285 -3.21185
H 2.64587 -1.90969 -1.90571
H 2.98969 0.19384 2.52857
H 3.16747 -0.11824 4.96168
H 2.19988 -2.12343 6.02627
H 1.06513 -3.82196 4.64239
H 0.88920 -3.51541 2.20791
H 0.23262 -1.65547 -1.97595
H 0.10457 0.67337 -2.32205
H -2.70771 2.12017 -0.59031
H -2.03447 1.79333 -2.19201
H -1.10261 2.73131 -1.00453
H -3.71269 -2.49338 -1.02698
H -2.94371 -2.91256 -2.58331
H -5.32449 -2.39006 -2.97243
H -3.50779 -0.06993 -3.90533
H -5.07897 -0.55180 -4.66936
H -4.68656 0.37067 -1.73231
H -6.26012 -0.12322 -2.46980
*
```



6.
Density functional theory data (ωB97M-V/def2-TZVPD) for a structure of composition C26H27N8PdS2 in a non-equilibrium geometry.

Computed properties:
Gap between HOMO and LUMO (eV): 6.96
Total energy (Eh): -2369.11601
ΔE to the lowest compared entry with this formula, charge and spin (eV): 0.402

ORCA input file:
```
! wB97M-V def2-TZVPD RIJCOSX def2/J DEFGRID3
* xyz 1 1
Pd -0.02412 0.38584 0.10476
C -0.28796 -3.55930 2.12980
C 0.26056 -2.44348 1.47282
N -0.35430 -1.28913 1.40578
C -1.59248 -1.16724 1.98760
C -2.24404 -2.24331 2.60181
C -1.53203 -3.46321 2.68044
C -3.56292 -2.05664 3.08177
C -4.15161 -0.82927 2.95470
C -3.45979 0.26937 2.39477
C -2.17991 0.10696 1.92838
N -1.37462 1.04147 1.31395
C -1.42621 2.41065 1.45519
C -1.86113 3.12385 2.54456
C -1.77409 4.53385 2.55207
C -1.28570 5.22583 1.47816
C -0.83200 4.51068 0.34460
C -0.30902 5.12216 -0.81756
C 0.18145 4.35085 -1.83146
C 0.16991 2.95243 -1.69244
N -0.34302 2.34692 -0.64936
C -0.86620 3.10878 0.36789
H 0.28524 -4.47426 2.18509
H 1.22643 -2.50148 0.99806
H -1.98471 -4.30688 3.18756
H -4.09792 -2.89429 3.50913
H -5.17383 -0.68734 3.28026
H -3.94885 1.23023 2.30598
H -2.22884 2.59755 3.41524
H -2.09524 5.07016 3.43552
H -1.21084 6.30507 1.49019
H -0.30226 6.20305 -0.88918
H 0.59559 4.79142 -2.72692
H 0.57622 2.31986 -2.47247
S 0.33824 -3.12316 -1.63883
C 1.51270 -4.29023 -1.60069
N 1.62887 -5.30791 -2.46104
C 2.52236 -6.40336 -2.10543
C 3.58186 -5.80211 -1.18132
S 2.79337 -4.35120 -0.41575
H 0.87982 -5.44590 -3.12298
H 2.97679 -6.81968 -3.00222
H 1.96997 -7.19756 -1.59949
H 4.46201 -5.46892 -1.72668
H 3.88129 -6.49187 -0.39777
C 5.40546 -1.06767 -3.78475
C 4.11203 -1.19929 -4.58455
C 3.34458 -2.45988 -4.19266
C 3.25495 0.06572 -4.45675
N 2.64250 0.21025 -3.13081
C 1.50969 -0.30529 -2.67259
N 1.39545 0.01612 -1.40668
N 2.49649 0.77366 -1.10793
N 3.24444 0.88096 -2.13383
H 6.00283 -1.97545 -3.87437
H 5.20088 -0.89927 -2.72506
H 6.00992 -0.23428 -4.14666
H 4.35949 -1.26414 -5.64782
H 3.06853 -2.45023 -3.13486
H 3.96871 -3.33812 -4.36225
H 2.43294 -2.58266 -4.78437
H 2.44523 0.06060 -5.18474
H 3.86997 0.95045 -4.60722
H 0.82307 -0.90169 -3.24848
*
```



For the records above, the corresponding lowest unoccupied orbital energy values read 0.0172 -0.0912 0.0231 0.0199 0.0011 -0.0910 hartree.